Entry from OMol25: an isolated molecule of C5H9NO (the ωB97M-V functional and the def2-TZVPD basis).

Results
E ... -325.90188 Eh
Energy relative to the best compared isomer or geometry (same formula, charge and spin) ... 93.7 kJ/mol
SMILES string ... C[C@H]1CN(C)C1=O
Multiplicity ... 1
Molar mass ... 99.13 Da
Total charge ... 0

Each line ends with the Löwdin charge.
Element x y z (Å)
C (-0.45715, -0.03265, -2.29281)  -0.060
C (-0.18163, -0.59464, -0.91171)  -0.238
C (1.03231, -0.07752, -0.09129)  -0.096
N (0.09219, 0.25900, 0.97440)  -0.096
C (0.27113, 0.49411, 2.38295)  -0.032
C (-1.02613, -0.12683, 0.28842)  -0.443
O (-2.19567, -0.12431, 0.59157)  0.081
H (-0.35074, 1.05739, -2.31623)  0.083
H (-1.47739, -0.28302, -2.59956)  0.082
H (0.23433, -0.46182, -3.02641)  0.077
H (-0.20546, -1.69000, -0.93361)  0.145
H (1.77732, -0.83180, 0.19397)  0.117
H (1.54120, 0.79609, -0.52204)  0.118
H (-0.52369, -0.02583, 2.92491)  0.092
H (1.23798, 0.08560, 2.69303)  0.087
H (0.23141, 1.55621, 2.64442)  0.084



Entry from OMol25: a structure of composition C50H54Cl2CrN6S3Sb2 at a distorted geometry (the ωB97M-V functional and the def2-TZVPD basis).

Results
E ... -5906.24664 Eh
Energy relative to the best compared isomer or geometry (same formula, charge and spin) ... 0.0 kJ/mol
Multiplicity ... 5
Molar mass ... 1201.65 Da
<S²> ... 6.022
Total charge ... -2

Each line ends with the Löwdin charge.
Element x y z (Å)
Cr (20.49184, 12.49860, 13.31439)  0.150
S (19.76352, 12.51755, 15.78366)  0.510
C (20.65631, 13.95854, 16.32982)  -0.701
C (20.74209, 14.19663, 17.70580)  -0.154
C (21.54309, 15.20688, 18.22150)  -0.149
C (22.34940, 15.93589, 17.37679)  -0.153
C (22.21944, 15.75696, 16.02708)  -0.168
C (21.33392, 14.84197, 15.49134)  -0.681
S (21.13397, 14.76850, 13.70783)  0.526
H (20.09857, 13.56640, 18.33009)  0.088
H (21.59446, 15.34323, 19.30787)  0.088
H (23.13034, 16.64225, 17.73245)  0.097
H (22.80606, 16.32964, 15.33103)  0.085
C (15.43025, 15.80768, 13.68885)  -0.414
C (14.55753, 15.43653, 12.49419)  -0.351
C (14.55151, 13.92268, 12.16518)  -0.415
Sb (14.15333, 12.52787, 13.72746)  1.490
C (14.02890, 10.84760, 12.35770)  -0.391
C (13.01244, 9.89413, 12.54998)  -0.156
C (13.09199, 8.67641, 11.87897)  -0.109
C (14.18518, 8.44589, 11.04345)  -0.090
C (15.21312, 9.41691, 10.85719)  -0.068
C (15.11774, 10.59148, 11.54279)  -0.157
C (12.01004, 12.91571, 13.80792)  -0.380
C (11.13228, 12.64587, 12.78700)  -0.167
C (9.78821, 12.88757, 12.85730)  -0.091
C (9.27919, 13.50625, 14.02445)  -0.092
C (10.15294, 13.89201, 15.04238)  -0.118
C (11.48314, 13.59265, 14.92274)  -0.154
Sb (17.51902, 15.15985, 13.69492)  1.441
C (17.85438, 16.10132, 15.60803)  -0.371
C (18.85505, 16.99200, 15.92620)  -0.121
C (19.05626, 17.37132, 17.24517)  -0.097
C (18.21004, 16.91714, 18.24731)  -0.123
C (17.22490, 16.01701, 17.94916)  -0.106
C (17.07695, 15.58481, 16.62941)  -0.148
C (18.08166, 16.82832, 12.55683)  -0.398
C (17.57406, 18.09605, 12.84597)  -0.128
C (17.90452, 19.18877, 12.04663)  -0.096
C (18.73970, 19.02883, 10.93783)  -0.107
C (19.30660, 17.78359, 10.71692)  -0.106
C (19.01348, 16.72831, 11.55458)  -0.162
H (15.04657, 15.31642, 14.58420)  0.003
H (15.43254, 16.88102, 13.87572)  0.033
H (14.95980, 15.95876, 11.61261)  0.093
H (13.52604, 15.79820, 12.60693)  0.093
H (15.46448, 13.64316, 11.65721)  -0.028
H (13.74518, 13.70842, 11.47433)  0.044
H (12.18797, 10.16256, 13.20252)  0.083
H (12.39147, 7.88577, 12.08166)  0.086
H (14.21602, 7.50018, 10.54977)  0.078
H (16.03690, 9.15605, 10.19610)  0.104
H (15.96665, 11.27652, 11.48683)  0.034
H (11.50707, 12.07691, 11.92988)  0.098
H (9.14126, 12.54830, 12.09284)  0.083
H (8.20968, 13.70277, 14.12987)  0.091
H (9.78723, 14.37283, 15.92539)  0.089
H (12.17202, 13.85378, 15.74047)  0.092
H (19.50786, 17.32087, 15.12951)  0.100
H (19.90853, 17.98803, 17.49919)  0.096
H (18.37658, 17.21985, 19.27869)  0.093
H (16.60118, 15.54943, 18.69788)  0.091
H (16.38482, 14.81602, 16.40757)  0.067
H (16.89789, 18.16433, 13.66585)  0.071
H (17.55563, 20.18949, 12.24594)  0.084
H (19.01640, 19.82788, 10.28282)  0.082
H (20.02734, 17.65050, 9.89118)  0.102
H (19.47597, 15.76185, 11.38283)  0.069
C (16.06013, 9.13279, 14.74821)  -0.140
C (16.84343, 10.36947, 15.16154)  -0.227
N (17.54347, 10.94611, 14.01205)  0.057
C (18.41763, 10.06110, 13.35491)  -0.358
N (19.51168, 10.50174, 12.83205)  0.021
C (20.26712, 9.70119, 11.85953)  -0.209
C (19.59532, 8.38553, 11.48652)  -0.167
C (18.96963, 7.80690, 12.72380)  -0.191
N (17.97831, 8.73890, 13.21367)  -0.056
C (17.08448, 8.11228, 14.21733)  -0.153
H (15.32889, 9.36162, 13.98538)  0.075
H (15.61980, 8.65383, 15.62099)  0.110
H (17.55523, 10.14512, 15.96563)  0.113
H (16.22608, 11.17899, 15.47139)  0.043
H (17.98356, 11.83701, 14.20610)  -0.005
H (21.23139, 9.41862, 12.31177)  0.111
H (20.48367, 10.32318, 10.98305)  0.107
H (20.37562, 7.73756, 11.08517)  0.109
H (18.82993, 8.54681, 10.69566)  0.119
H (19.73532, 7.65984, 13.52280)  0.141
H (18.40320, 6.88243, 12.48383)  0.122
H (17.71732, 7.66426, 15.01745)  0.123
H (16.66940, 7.24456, 13.72984)  0.099
Cl (22.99365, 11.20313, 14.45309)  0.685
C (23.64658, 10.77581, 12.87712)  -0.577
C (24.69898, 9.89684, 12.89392)  -0.169
C (25.29926, 9.48177, 11.71015)  -0.158
C (24.80943, 10.02450, 10.54794)  -0.183
C (23.71383, 10.86955, 10.56567)  -0.594
Cl (23.10694, 11.31932, 8.98501)  0.631
C (23.02470, 11.34985, 11.71970)  -0.456
N (21.95964, 12.14600, 11.81845)  -0.046
H (25.12730, 9.52934, 13.81351)  0.087
H (26.18928, 8.86176, 11.69293)  0.080
H (25.16509, 9.70312, 9.57775)  0.081
C (17.09874, 15.26843, 8.97650)  -0.097
N (18.26481, 14.47209, 8.64166)  -0.186
C (19.31131, 15.09837, 7.88917)  -0.204
C (20.39410, 14.06348, 8.00064)  -0.251
N (20.15774, 13.48234, 9.30202)  -0.003
C (18.89396, 13.64772, 9.57635)  -0.871
S (18.00582, 12.96087, 10.88485)  0.539
H (16.52948, 15.32281, 8.04542)  0.075
H (17.34670, 16.28572, 9.30726)  0.069
H (16.58676, 14.81375, 9.82895)  0.024
H (19.60528, 16.01312, 8.38482)  0.087
H (18.99998, 15.34340, 6.86670)  0.111
H (21.41841, 14.47224, 7.95235)  0.103
H (20.26307, 13.27252, 7.24646)  0.101
H (21.66992, 12.39361, 10.86596)  -0.004



Entry from OMol25: a structure of composition C12H12BN6RhS4 (the ωB97M-V functional and the def2-TZVPD basis).

Results
E ... -2521.24008 Eh
Energy relative to the best compared isomer or geometry (same formula, charge and spin) ... 0.0 kJ/mol
Multiplicity ... 1
Molar mass ... 482.26 Da
Total charge ... 0

Each line ends with the Löwdin charge.
Element x y z (Å)
Rh (0.56149, 0.72542, -1.52112)  0.089
S (-0.14591, 1.28345, 0.56531)  0.639
C (-0.48359, 2.90458, 0.04684)  -1.066
S (-0.00067, 2.87866, -1.61329)  0.633
C (-1.04871, 3.90828, 0.76913)  -0.353
C (-1.44704, 3.66901, 2.11144)  -0.235
N (-1.79661, 3.45414, 3.18606)  0.166
C (-1.27432, 5.18711, 0.19328)  -0.222
N (-1.45481, 6.22248, -0.27296)  0.170
C (-3.69489, 0.26838, -0.31172)  -0.016
N (-2.76818, -0.82616, -0.09047)  -0.122
C (-2.73407, -1.63985, 1.01279)  -0.025
C (-1.64597, -2.43930, 0.87093)  -0.044
N (-1.01862, -2.11656, -0.30343)  0.004
B (0.29416, -2.81381, -0.81768)  -0.422
N (1.54517, -1.99603, -0.30602)  -0.002
C (2.03787, -2.08645, 0.96846)  -0.048
C (3.09498, -1.24554, 1.08692)  -0.028
N (3.25624, -0.64226, -0.13489)  -0.124
C (4.26402, 0.34348, -0.47545)  -0.022
C (2.30088, -1.10252, -0.97723)  -0.748
S (2.14879, -0.63120, -2.65081)  0.612
C (-1.70621, -1.11620, -0.86571)  -0.688
S (-1.29218, -0.25025, -2.31510)  0.672
H (-4.21616, 0.46626, 0.62103)  0.099
H (-4.40871, 0.01216, -1.09231)  0.100
H (-3.13198, 1.15087, -0.61122)  0.072
H (-3.48262, -1.58579, 1.78150)  0.128
H (-1.28733, -3.23867, 1.49194)  0.123
H (0.33944, -3.88128, -0.27581)  0.076
H (0.30058, -2.84582, -2.00500)  0.056
H (1.60418, -2.75551, 1.68856)  0.125
H (3.74480, -1.03259, 1.91542)  0.126
H (4.83558, 0.56757, 0.42114)  0.096
H (3.78762, 1.25146, -0.84203)  0.084
H (4.92274, -0.04755, -1.24851)  0.095